Entry 1:
39
Properties=species:S:1:pos:R:3:forces:R:3:mulliken_spin:R:1 method="wB97M-V/def2-TZVPD" homo_ev="-15.7 / -15.7" homo_lumo_gap_ha="0.1582 / 0.1627" s2=1.75 de_lowest_kcal_mol=44.0 total_charge=+2 spin_multiplicity=2
C -1.528 3.214 -0.042 0.6 -0.4 0.0 0.003
C -0.967 2.748 -1.393 -0.5 -0.1 0.2 -0.003
Br 0.708 3.642 -1.825 0.0 0.0 -0.1 0.001
C -0.885 1.220 -1.571 0.4 0.4 -0.4 -0.008
C 0.436 0.575 -1.161 -0.1 -0.3 0.7 -0.001
C 0.954 0.949 0.256 -0.2 -0.8 -0.3 0.097
C 0.714 -0.102 1.383 1.0 1.4 1.3 0.085
C 0.325 0.632 2.688 -0.3 -0.2 -0.6 -0.013
C 1.966 -0.927 1.670 -0.5 -0.4 -0.5 0.049
N -0.439 -0.989 1.015 -0.2 0.6 -0.6 0.527
O -1.555 -0.442 1.205 0.0 -0.2 0.2 1.118
C -0.360 -1.755 -0.282 -0.2 -1.7 -0.9 0.087
C 0.306 -3.127 -0.003 -0.4 0.8 0.4 0.037
C -1.787 -2.054 -0.764 0.1 0.2 0.1 -0.020
C 0.428 -0.951 -1.311 0.3 0.6 0.2 0.026
H -0.757 3.634 0.592 0.1 0.3 0.1 0.000
H -1.929 2.361 0.496 -0.3 -0.1 0.1 -0.001
H -2.312 3.940 -0.185 -0.2 0.3 0.1 0.000
H -1.661 3.093 -2.144 0.0 0.1 -0.3 -0.001
H -1.744 0.792 -1.068 -0.1 0.0 0.2 -0.002
H -1.018 1.018 -2.631 0.0 -0.2 -0.2 -0.001
H 1.183 0.935 -1.862 0.1 0.3 -0.2 -0.145
H 2.031 1.063 0.192 0.3 0.1 0.1 0.027
H 0.576 1.901 0.587 -0.2 0.3 -0.1 -0.010
H -0.392 1.418 2.474 -0.2 0.1 0.0 0.008
H 1.211 1.096 3.100 0.2 0.1 0.1 -0.001
H -0.112 -0.048 3.409 0.1 -0.1 0.3 0.006
H 1.735 -1.813 2.251 0.1 -0.1 0.2 -0.004
H 2.483 -1.221 0.759 0.1 -0.2 -0.1 -0.061
H 2.654 -0.307 2.224 0.1 0.2 0.2 0.008
H -0.008 -3.801 -0.788 0.2 -0.2 -0.2 0.008
H 1.382 -3.046 0.058 0.2 -0.2 0.0 -0.002
H -0.079 -3.508 0.935 0.0 -0.3 0.2 -0.005
H -2.319 -1.169 -1.090 -0.2 0.1 0.1 0.008
H -2.325 -2.563 0.029 -0.3 0.0 0.1 0.005
H -1.746 -2.730 -1.607 0.1 -0.1 -0.2 0.001
H 1.518 -1.269 -1.207 -0.4 -0.1 0.2 0.237
H 0.127 -1.272 -2.302 -0.2 0.0 -0.2 0.038
Zn 3.187 -1.137 -2.086 0.4 0.0 -0.3 -1.097

***

Entry 2:
45
Properties=species:S:1:pos:R:3:forces:R:3:mulliken_spin:R:1 method="wB97M-V/def2-TZVPD" homo_ev="-5.9 / -5.9" homo_lumo_gap_ha="0.3018 / 0.2990" s2=0.75 de_lowest_kcal_mol=13.7 total_charge=-1 spin_multiplicity=2
C -0.471 1.452 -2.446 -0.4 -0.3 0.0 0.029
C -0.313 -0.045 -2.665 0.4 0.3 -0.9 0.006
Cl -0.756 -0.332 -4.419 0.0 0.0 0.1 0.000
C 1.094 -0.597 -2.434 -0.5 -0.6 0.6 -0.010
Cl 1.097 -2.325 -3.000 0.0 0.1 0.1 0.000
C 1.624 -0.570 -0.954 0.8 -0.3 -0.4 0.001
N 2.893 -1.350 -0.920 -0.3 0.3 0.4 0.000
C 2.033 0.872 -0.575 -0.5 -0.3 0.1 0.007
C 1.328 1.502 0.634 0.7 1.2 -0.4 0.024
C 1.267 3.017 0.365 -0.4 -0.4 0.0 0.010
C 2.192 1.293 1.895 -0.2 -0.2 -0.1 0.032
N -0.066 1.046 0.806 0.8 -0.8 1.6 0.324
O -0.668 1.660 1.763 -0.2 0.2 -0.7 0.570
C -0.313 -0.426 0.873 -1.4 -0.9 -0.8 0.002
C -1.780 -0.672 0.378 0.4 0.4 0.3 -0.007
C -0.274 -0.957 2.312 0.5 0.2 0.1 0.017
C 0.671 -1.272 0.029 0.7 0.8 0.0 0.025
H -0.807 1.637 -1.433 0.2 0.2 0.3 -0.024
H 0.424 2.007 -2.697 0.2 0.1 0.1 -0.002
H -1.251 1.799 -3.112 -0.2 0.1 0.0 0.000
H -1.043 -0.605 -2.101 -0.1 -0.1 0.1 -0.003
H 1.812 -0.099 -3.075 0.1 0.2 -0.2 0.000
H 2.685 -2.330 -0.775 0.1 -0.1 -0.3 0.000
H 3.390 -1.250 -1.798 0.0 -0.1 0.0 0.000
H 1.963 1.519 -1.441 -0.2 0.2 -0.1 0.003
H 3.085 0.843 -0.324 0.2 -0.1 0.0 -0.002
H 2.270 3.415 0.258 0.2 0.0 0.0 0.000
H 0.746 3.527 1.167 0.0 0.1 0.1 0.000
H 0.723 3.171 -0.561 -0.1 0.2 -0.1 -0.001
H 2.929 2.087 1.933 0.2 0.1 0.0 -0.001
H 1.601 1.363 2.801 -0.1 0.0 0.1 -0.004
H 2.733 0.350 1.855 -0.1 -0.2 0.2 -0.002
H -1.838 -1.403 -0.418 -0.1 0.0 -0.2 0.002
H -2.241 0.270 0.102 -0.1 0.1 -0.3 0.004
H -2.386 -1.060 1.181 -0.2 -0.1 0.2 -0.001
H 0.582 -0.588 2.875 0.1 0.0 0.0 0.001
H -1.183 -0.730 2.851 -0.1 0.2 0.1 0.001
H -0.173 -2.035 2.252 -0.2 -0.2 0.0 0.000
H 1.316 -1.806 0.721 0.2 0.0 0.2 -0.003
H 0.156 -2.043 -0.530 -0.3 -0.1 0.1 0.003
O -4.158 -2.127 2.892 0.1 0.0 0.0 0.000
Cl -5.015 -2.068 1.725 0.0 0.0 0.0 0.000
O -5.206 -0.686 1.343 0.0 0.0 0.0 0.000
O -6.291 -2.672 2.029 0.0 0.0 0.0 0.000
O -4.383 -2.784 0.636 0.0 0.0 0.0 0.000

***

Entry 3:
43
Properties=species:S:1:pos:R:3:forces:R:3:lowdin_charge:R:1 method="wB97M-V/def2-TZVPD" homo_ev="-19.6 / -19.6" homo_lumo_gap_ha="0.2044 / 0.2167" total_charge=+3
C -2.283 -0.569 -1.916 0.6 -1.1 -0.7 -0.013
C -2.576 0.335 -0.714 -3.5 3.7 -3.5 -0.338
H -2.778 -0.135 -2.803 0.3 0.3 0.4 0.152
H -2.714 -1.583 -1.849 0.3 0.4 0.5 0.097
H -1.211 -0.652 -2.180 -0.2 0.1 0.2 0.095
O -3.356 1.244 -0.855 3.0 -3.6 1.9 0.234
I -0.626 0.123 3.033 1.2 -0.3 -0.9 1.108
Ti -0.553 -0.792 0.263 1.0 0.9 0.7 0.504
P -2.861 -1.437 1.163 -2.0 -1.0 1.3 0.708
C -3.869 -0.343 2.199 0.2 0.5 0.1 -0.235
C -4.176 -2.108 0.099 0.4 -0.1 -0.7 -0.189
H -1.840 -3.526 1.859 -0.3 0.0 0.2 0.042
H -3.489 -3.285 2.542 0.2 0.1 -0.1 0.093
H -2.073 -2.430 3.235 -0.2 -0.2 -0.2 0.027
C -2.529 -2.803 2.311 0.7 -0.4 0.1 -0.236
H -3.777 -2.899 -0.542 -0.2 0.0 0.0 0.077
H -4.953 -2.528 0.747 0.2 0.1 -0.1 0.093
H -4.745 -0.930 2.501 0.1 0.1 -0.1 0.096
H -4.186 0.544 1.643 -0.2 -0.1 0.2 0.067
H -4.610 -1.314 -0.519 -0.1 -0.2 0.1 0.076
H -3.310 -0.042 3.090 -0.5 0.0 -0.2 0.003
C -1.575 1.340 1.110 -2.4 3.0 0.5 -0.426
O -2.258 2.270 1.264 2.8 -3.1 -0.4 0.158
Cl 0.174 -2.860 -0.108 -0.7 1.6 0.3 0.299
O 0.691 0.394 -0.540 -2.7 -1.4 0.9 -0.175
C 1.848 0.733 -0.982 3.0 -0.8 -1.0 -0.336
C 2.188 2.169 -1.166 -0.6 -0.1 0.0 -0.070
C 3.193 2.651 -0.120 0.5 0.4 0.4 -0.161
C 4.630 2.252 -0.440 0.3 -0.1 0.2 -0.184
C 4.872 0.739 -0.435 0.2 0.2 0.0 -0.161
C 4.148 0.001 -1.565 0.7 0.0 0.0 -0.109
N 2.725 -0.230 -1.238 -1.5 0.6 -0.1 0.161
H 2.591 2.295 -2.178 0.0 0.0 0.1 0.155
H 1.257 2.735 -1.093 0.1 -0.1 -0.1 0.137
H 3.138 3.746 -0.066 -0.1 -0.3 -0.1 0.138
H 2.915 2.273 0.875 0.0 0.1 -0.1 0.127
H 4.923 2.662 -1.418 -0.1 0.0 0.2 0.134
H 5.294 2.704 0.308 -0.2 0.0 -0.2 0.134
H 5.952 0.553 -0.555 -0.4 0.0 0.0 0.139
H 4.592 0.313 0.541 0.1 0.0 -0.3 0.128
H 4.239 0.570 -2.506 -0.2 -0.3 0.2 0.150
H 4.612 -0.982 -1.711 -0.4 0.2 -0.1 0.144
H 2.367 -1.197 -1.285 0.4 0.7 0.3 0.156